{
  "formula": "C17H20BaN4O3S5Sb",
  "method": "wB97M-V/def2-TZVPD",
  "lumo_energy_ha": [0.1289, 0.1052],
  "spin_multiplicity": 2,
  "s2": 0.7617,
  "orbital_gap_ev": [6.16, 5.99],
  "charge": -2,
  "elements": ["Ba", "S", "C", "C", "C", "C", "C", "C", "C", "C", "C", "N", "H", "H", "H", "H", "H", "H", "N", "C", "C", "N", "H", "H", "H", "H", "H", "H", "H", "H", "S", "Sb", "S", "S", "N", "C", "C", "C", "C", "C", "C", "S", "O", "O", "O", "H", "H", "H", "H", "H", "H"],
  "coordinates": [[0.218, -2.144, -0.007], [5.273, -1.616, 1.251], [4.519, -1.563, 2.782], [3.165, -1.688, 2.684], [2.639, -1.829, 1.349], [3.691, -1.812, 0.469], [3.639, -1.967, -0.992], [4.790, -2.122, -1.778], [4.670, -2.301, -3.140], [3.408, -2.337, -3.720], [2.321, -2.176, -2.885], [2.421, -1.981, -1.568], [5.124, -1.438, 3.670], [2.542, -1.680, 3.573], [5.763, -2.113, -1.306], [5.557, -2.427, -3.749], [3.267, -2.494, -4.780], [1.310, -2.214, -3.284], [0.318, 0.832, -0.521], [-0.009, 1.091, -1.928], [-1.425, 0.605, -2.206], [-1.563, -0.811, -1.849], [-0.335, 1.315, 0.090], [1.248, 1.165, -0.294], [0.691, 0.523, -2.548], [0.073, 2.148, -2.206], [-1.662, 0.779, -3.258], [-2.116, 1.214, -1.616], [-1.841, -1.390, -2.638], [-2.304, -0.952, -1.165], [-3.144, -3.649, -3.205], [-2.368, -4.435, -1.169], [-2.648, -2.840, 0.551], [-0.043, -4.764, -1.336], [-1.009, 0.141, 2.367], [-1.845, 1.273, 2.293], [-3.117, 1.194, 1.732], [-3.896, 2.341, 1.606], [-3.418, 3.573, 2.030], [-2.146, 3.650, 2.585], [-1.365, 2.513, 2.715], [-4.382, 5.075, 1.852], [-5.697, 4.620, 1.427], [-4.351, 5.678, 3.179], [-3.658, 5.844, 0.848], [-0.273, 0.199, 3.053], [-1.504, -0.741, 2.401], [-3.486, 0.228, 1.395], [-4.890, 2.296, 1.179], [-1.783, 4.614, 2.919], [-0.371, 2.576, 3.147]]
}



{
  "formula": "C17H20Cl2N2O8V",
  "method": "wB97M-V/def2-TZVPD",
  "lumo_energy_ha": [0.1253, 0.1253],
  "spin_multiplicity": 2,
  "s2": 0.7837,
  "orbital_gap_ev": [4.59, 4.60],
  "charge": -2,
  "elements": ["C", "C", "C", "C", "C", "C", "C", "C", "C", "C", "V", "Cl", "Cl", "O", "H", "H", "H", "H", "H", "H", "H", "H", "H", "H", "H", "H", "H", "H", "H", "H", "O", "H", "O", "C", "O", "C", "C", "C", "C", "C", "C", "N", "O", "O", "N", "O", "O", "H", "H", "H"],
  "coordinates": [[0.220, -1.308, -3.114], [1.063, -0.157, -3.292], [0.239, 0.989, -3.371], [2.529, -0.161, -3.504], [-1.107, 0.583, -3.225], [-1.132, -0.845, -3.073], [-2.350, -1.693, -3.025], [0.664, -2.725, -3.104], [0.702, 2.374, -3.615], [-2.281, 1.477, -3.358], [-0.081, -0.156, -1.165], [4.840, 1.315, -0.320], [2.078, -0.920, -0.478], [-1.830, 0.442, -0.331], [2.981, -1.092, -3.186], [3.014, 0.643, -2.958], [2.737, -0.023, -4.567], [1.663, 2.563, -3.147], [-0.002, 3.105, -3.232], [0.811, 2.540, -4.689], [-2.134, 2.414, -2.830], [-3.183, 1.020, -2.970], [-2.440, 1.706, -4.414], [-3.160, -1.196, -2.499], [-2.156, -2.636, -2.522], [-2.689, -1.918, -4.037], [1.619, -2.835, -2.601], [0.768, -3.092, -4.127], [-0.049, -3.360, -2.587], [-1.781, 1.325, 0.060], [-0.602, -1.721, -0.171], [-1.529, -1.660, 0.108], [0.942, -1.780, 1.823], [0.510, -0.550, 2.008], [0.104, 0.209, 0.976], [0.346, -0.090, 3.407], [-0.323, 1.105, 3.707], [-0.522, 1.503, 5.046], [-0.022, 0.688, 6.082], [0.659, -0.509, 5.801], [0.831, -0.888, 4.461], [1.159, -1.332, 6.859], [1.007, -1.013, 7.999], [1.737, -2.350, 6.614], [-1.231, 2.707, 5.350], [-1.669, 3.389, 4.474], [-1.413, 3.031, 6.485], [-0.711, 1.715, 2.901], [-0.170, 0.984, 7.112], [1.345, -1.815, 4.238]]
}



{
  "formula": "C17H20Cl33O4",
  "method": "wB97M-V/def2-TZVPD",
  "lumo_energy_ha": 0.0563,
  "orbital_gap_ev": 7.51,
  "charge": -1,
  "elements": ["C", "C", "O", "O", "C", "C", "C", "C", "O", "O", "H", "H", "H", "H", "H", "H", "H", "H", "H", "C", "Cl", "Cl", "Cl", "H", "C", "Cl", "Cl", "Cl", "H", "C", "Cl", "Cl", "Cl", "H", "C", "Cl", "Cl", "Cl", "H", "C", "Cl", "Cl", "Cl", "H", "C", "Cl", "Cl", "Cl", "H", "C", "Cl", "Cl", "Cl", "H", "C", "Cl", "Cl", "Cl", "H", "C", "Cl", "Cl", "Cl", "H", "C", "Cl", "Cl", "Cl", "H", "C", "Cl", "Cl", "Cl", "H"],
  "coordinates": [[2.969, -2.424, -2.081], [3.321, -1.227, -2.932], [3.830, -1.386, -4.007], [3.121, 0.044, -2.481], [1.743, 0.378, -2.195], [0.715, -0.111, -3.210], [-0.058, -1.369, -2.813], [-1.570, -1.162, -2.834], [-2.114, -0.045, -3.005], [-2.241, -2.197, -2.655], [2.317, -2.134, -1.261], [3.853, -2.918, -1.701], [2.386, -3.090, -2.705], [1.464, 0.121, -1.170], [1.674, 1.460, -2.228], [1.171, -0.192, -4.197], [-0.010, 0.695, -3.290], [0.198, -1.682, -1.803], [0.181, -2.183, -3.490], [4.637, -0.186, 0.967], [5.168, 0.188, 2.612], [5.512, -1.584, 0.335], [2.898, -0.467, 0.912], [4.863, 0.666, 0.338], [2.479, 3.453, 4.086], [2.739, 2.073, 3.021], [2.214, 2.919, 5.748], [3.847, 4.570, 4.003], [1.594, 3.981, 3.757], [-4.772, -0.838, -4.758], [-3.958, -1.424, -6.210], [-5.624, 0.679, -5.093], [-5.854, -2.065, -4.119], [-4.004, -0.651, -4.003], [3.221, -4.708, -5.931], [3.535, -3.873, -7.456], [4.543, -4.433, -4.791], [1.675, -4.201, -5.253], [3.165, -5.767, -6.135], [-1.871, 2.715, -1.608], [-2.142, 2.812, 0.137], [-2.820, 3.936, -2.460], [-0.153, 2.889, -1.967], [-2.185, 1.731, -1.953], [-3.507, 2.881, 3.906], [-3.792, 2.970, 5.648], [-4.463, 4.100, 3.064], [-1.793, 3.071, 3.541], [-3.820, 1.905, 3.559], [3.143, -8.026, -3.771], [1.474, -8.078, -4.331], [3.522, -9.442, -2.786], [4.255, -7.902, -5.138], [3.268, -7.143, -3.158], [-3.775, -3.775, -1.018], [-2.953, -3.283, 0.466], [-3.065, -5.258, -1.655], [-5.514, -3.997, -0.717], [-3.637, -2.988, -1.761], [7.116, 0.215, 6.347], [7.005, 0.514, 8.084], [6.349, 1.515, 5.438], [8.799, 0.013, 5.855], [6.589, -0.705, 6.129], [-4.165, 7.626, 4.953], [-4.444, 7.673, 6.694], [-5.121, 8.862, 4.131], [-2.450, 7.812, 4.586], [-4.480, 6.657, 4.588], [-7.219, 4.306, 6.647], [-6.733, 5.548, 5.493], [-6.222, 4.382, 8.102], [-8.928, 4.464, 7.052], [-7.068, 3.339, 6.184]]
}



{
  "formula": "C17H20Cl5O2P2Pd",
  "method": "wB97M-V/def2-TZVPD",
  "lumo_energy_ha": 0.0978,
  "orbital_gap_ev": 6.15,
  "charge": -1,
  "elements": ["Pd", "Cl", "C", "C", "Cl", "C", "Cl", "C", "O", "C", "Cl", "C", "Cl", "C", "P", "C", "C", "C", "C", "C", "C", "C", "P", "C", "C", "H", "H", "H", "H", "H", "H", "H", "H", "H", "H", "H", "H", "H", "H", "H", "H", "C", "O", "H", "H", "H", "H"],
  "coordinates": [[-0.911, -0.656, 0.705], [0.387, 5.790, 2.561], [-0.481, 4.445, 1.900], [-0.665, 3.279, 2.648], [0.005, 3.173, 4.242], [-1.361, 2.211, 2.124], [-1.562, 0.736, 3.011], [-1.912, 2.205, 0.801], [-2.496, 1.203, 0.317], [-1.708, 3.420, 0.082], [-2.336, 3.472, -1.528], [-1.016, 4.496, 0.613], [-0.791, 5.927, -0.334], [1.928, 2.105, -0.145], [1.121, 0.501, 0.283], [2.094, 0.146, 1.811], [1.955, -0.688, -0.871], [3.123, -0.342, -1.553], [3.757, -1.233, -2.406], [3.233, -2.503, -2.584], [2.074, -2.859, -1.913], [1.413, -1.969, -1.067], [-0.171, -2.463, -0.222], [-1.044, -3.292, -1.616], [0.428, -3.964, 0.667], [3.007, 2.117, 0.033], [1.463, 2.862, 0.491], [1.719, 2.369, -1.182], [3.172, 0.186, 1.632], [1.814, -0.837, 2.187], [1.827, 0.889, 2.566], [3.552, 0.643, -1.421], [4.658, -0.934, -2.929], [3.718, -3.212, -3.245], [1.668, -3.853, -2.063], [-0.509, -4.156, -2.018], [-1.203, -2.560, -2.408], [-2.022, -3.608, -1.255], [0.954, -4.662, 0.011], [-0.434, -4.466, 1.110], [1.094, -3.659, 1.475], [-5.236, 0.130, -0.025], [-4.403, -0.907, -0.498], [-5.024, 1.080, -0.522], [-5.127, 0.284, 1.053], [-6.266, -0.167, -0.235], [-3.485, -0.678, -0.282]]
}



Total energy (computed, eV): -91469.7637, -88042.8200, -439385.6428, -106721.1798